Record 1
A molecular structure, C4H4N2. Source: the OMol25 dataset; level of theory: the ωB97M-V functional and the def2-TZVPD basis.

Calculated values
**E_tot**: -7188.695 eV
**Kohn-Sham gap**: 0.3903 Ha
**ΔE to the lowest compared entry with this formula, charge and spin**: 3.994 eV

The geometry in ORCA input format:
```
! wB97M-V def2-TZVPD RIJCOSX def2/J DEFGRID3
* xyz 0 1
C 0.5195 0.5730 0.2557
C 1.2957 -0.5342 -0.4133
N 0.6933 -1.5456 0.0884
N -0.1233 -0.6658 0.9324
C -1.3230 -0.2986 0.2414
C -0.8710 0.8725 -0.2095
H 1.1132 1.3550 0.7340
H 2.1758 -0.5622 -1.0413
H -2.1617 -0.9538 0.0468
H -1.3187 1.7597 -0.6347
*
```

***

Record 2
2 unconnected molecules or ions with the total composition C4H4N2 at a distorted geometry. Source: the OMol25 dataset; level of theory: the ωB97M-V functional and the def2-TZVPD basis.

Calculated values
**E_tot**: -7184.866 eV
**Kohn-Sham gap (alpha / beta)**: 0.2912 / 0.3020 Ha
**ΔE to the lowest compared entry with this formula, charge and spin**: 7.823 eV

The geometry in ORCA input format:
```
! wB97M-V def2-TZVPD RIJCOSX def2/J DEFGRID3
* xyz 0 1
C 0.4024 0.8717 -0.2640
C 0.3258 0.3959 1.0740
C -0.7583 0.5237 -0.9574
C -0.8898 -0.2116 1.1822
N -1.6145 -0.0800 -0.0764
N -1.7640 -1.1232 0.8288
H 1.2438 1.4168 -0.5843
H 0.9171 0.7566 1.9317
H -1.0210 0.4026 -1.9999
H -0.6680 -2.3741 0.2662
*
```

***

Record 3
C4H4N2 in the gas phase at a distorted geometry. Source: the OMol25 dataset; level of theory: the ωB97M-V functional and the def2-TZVPD basis.

Calculated values
**Structure (SMILES)**: [H]/N=C1\C=CC=N1
**E_tot**: -7189.766 eV
**Kohn-Sham gap**: 0.3304 Ha
**ΔE to the lowest compared entry with this formula, charge and spin**: 2.923 eV

The geometry in ORCA input format:
```
! wB97M-V def2-TZVPD RIJCOSX def2/J DEFGRID3
* xyz 0 1
H 2.7307 0.7421 0.1859
N 2.0316 -0.1309 0.0720
C 0.8322 0.0950 -0.1269
C -0.1895 1.2283 -0.0971
C -1.4391 0.6477 0.1707
C -1.2476 -0.8279 -0.1070
N -0.0165 -1.2306 0.0427
H -0.2123 2.4388 -0.1699
H -2.3974 1.0811 0.1989
H -1.9624 -1.5898 -0.0559
*
```

***

Record 4
C4H4N2 in the gas phase. Source: the OMol25 dataset; level of theory: the ωB97M-V functional and the def2-TZVPD basis.

Calculated values
**Structure (SMILES)**: c1ccnnc1
**E_tot**: -7187.504 eV
**Kohn-Sham gap (alpha / beta)**: 0.2997 / 0.2946 Ha
**ΔE to the lowest compared entry with this formula, charge and spin**: 5.185 eV

The geometry in ORCA input format:
```
! wB97M-V def2-TZVPD RIJCOSX def2/J DEFGRID3
* xyz 0 1
C -0.5211 -0.1740 -0.7990
C 0.6447 -0.8650 -0.5980
C 1.1012 -0.4999 0.7647
N -0.0232 -0.4965 1.4262
N -0.5825 0.7897 1.4508
C -1.0113 0.8248 0.2250
H -1.0161 -0.1853 -1.7697
H 1.2188 -1.3075 -1.4113
H 1.8499 0.3101 0.8452
H -1.6274 1.6635 -0.0957
*
```

***

Record 5
C4H4N2 in the gas phase. Source: the OMol25 dataset; level of theory: the ωB97M-V functional and the def2-TZVPD basis.

Calculated values
**Structure (SMILES)**: c1ccnnc1
**E_tot**: -7191.553 eV
**Kohn-Sham gap**: 0.3608 Ha
**ΔE to the lowest compared entry with this formula, charge and spin**: 1.136 eV

The geometry in ORCA input format:
```
! wB97M-V def2-TZVPD RIJCOSX def2/J DEFGRID3
* xyz 0 1
C 0.6784 0.8279 -0.0513
C -0.7172 0.7955 0.0034
C -1.3278 -0.4568 0.1561
N -0.6161 -1.6096 0.1439
N 0.6918 -1.5838 -0.0542
C 1.3484 -0.4022 -0.1309
H 1.1568 1.8127 -0.0140
H -1.2419 1.7534 -0.0903
H -2.4065 -0.6176 0.3005
H 2.4341 -0.5193 -0.2633
*
```

***

Record 6
C4H4N2O in the gas phase at a distorted geometry. Source: the OMol25 dataset; level of theory: the ωB97M-V functional and the def2-TZVPD basis.

Calculated values
**Structure (SMILES)**: [H]/N=c1\ccocn1
**E_tot**: -9236.955 eV
**Kohn-Sham gap**: 0.3399 Ha
**ΔE to the lowest compared entry with this formula, charge and spin**: 3.533 eV

The geometry in ORCA input format:
```
! wB97M-V def2-TZVPD RIJCOSX def2/J DEFGRID3
* xyz 0 1
H 2.3582 0.5855 0.2758
N 2.3190 -0.5103 0.2670
C 0.9937 -0.4710 0.1058
C 0.4228 0.8659 -0.0863
C -1.0086 1.0571 -0.0211
O -1.7122 -0.1645 0.4407
C -1.2295 -1.3132 0.0507
N 0.0446 -1.5750 -0.1877
H 1.0560 1.7769 -0.2100
H -1.4563 1.9115 -0.3447
H -1.7878 -2.1630 -0.2903
*
```

***

Record 7
2 unconnected molecules or ions with the total composition C4H4N2O at a distorted geometry. Source: the OMol25 dataset; level of theory: the ωB97M-V functional and the def2-TZVPD basis.

Calculated values
**E_tot**: -9236.303 eV
**Kohn-Sham gap (alpha / beta)**: 0.3440 / 0.3441 Ha
**ΔE to the lowest compared entry with this formula, charge and spin**: 4.185 eV

The geometry in ORCA input format:
```
! wB97M-V def2-TZVPD RIJCOSX def2/J DEFGRID3
* xyz 0 1
O -2.5603 -0.5388 0.4267
C -1.4388 -0.3404 0.1711
C -0.4588 -0.1419 -0.9834
C -0.0234 1.2195 -0.6606
N 0.9422 1.2280 0.2188
C 1.1132 -0.1188 0.5196
N 0.6608 -0.8765 -0.5571
H -0.2321 -0.2649 1.1484
H -0.5144 2.1334 -0.9820
H 1.9664 -0.4260 1.1202
H 0.5453 -1.8737 -0.4216
*
```

***

Record 8
A molecular structure, C4H4N2O at a distorted geometry. Source: the OMol25 dataset; level of theory: the ωB97M-V functional and the def2-TZVPD basis.

Calculated values
**E_tot**: -9235.417 eV
**Kohn-Sham gap**: 0.3504 Ha
**ΔE to the lowest compared entry with this formula, charge and spin**: 5.071 eV

The geometry in ORCA input format:
```
! wB97M-V def2-TZVPD RIJCOSX def2/J DEFGRID3
* xyz 0 1
C -1.1137 0.0622 -0.0140
C 0.2202 0.2272 -0.0345
C 0.5794 -1.4199 0.0359
C 1.7262 0.1585 0.0501
N -0.4564 -2.1803 0.0184
N -1.5338 -1.3285 -0.0638
O 1.8749 -1.2540 -0.0253
H -2.0080 0.7758 -0.0165
H 2.1628 0.5173 -0.8411
H 2.1097 0.7077 1.0548
H -2.4616 -1.4639 0.1953
*
```

***

Record 9
A molecular structure, C4H4N2O at a distorted geometry. Source: the OMol25 dataset; level of theory: the ωB97M-V functional and the def2-TZVPD basis.

Calculated values
**E_tot**: -9235.600 eV
**Kohn-Sham gap (alpha / beta)**: 0.2927 / 0.2928 Ha
**ΔE to the lowest compared entry with this formula, charge and spin**: 4.888 eV

The geometry in ORCA input format:
```
! wB97M-V def2-TZVPD RIJCOSX def2/J DEFGRID3
* xyz 0 1
C 0.9121 -0.4262 0.2392
C 0.1252 -1.0045 -0.9134
C -0.1628 0.5893 0.5012
C -1.1623 0.2283 -0.6336
N -1.5831 -0.9287 -0.2167
N -0.2955 1.6028 1.2372
O 0.4393 -1.7380 -1.8042
H 0.5263 1.7751 1.8213
H 1.1092 -1.1160 1.0604
H 1.8395 0.0341 -0.1131
H -1.7479 0.9838 -1.1784
*
```

***

Record 10
C4H4N2O in the gas phase. Source: the OMol25 dataset; level of theory: the ωB97M-V functional and the def2-TZVPD basis.

Calculated values
**Structure (SMILES)**: O=C=C1C=NCN1
**E_tot**: -9238.415 eV
**Kohn-Sham gap**: 0.3132 Ha
**ΔE to the lowest compared entry with this formula, charge and spin**: 2.073 eV

The geometry in ORCA input format:
```
! wB97M-V def2-TZVPD RIJCOSX def2/J DEFGRID3
* xyz 0 1
O -3.1052 -0.6396 -0.4204
C -1.9624 -0.3805 -0.4285
C -0.6775 -0.0933 -0.5135
C -0.1002 1.2556 -0.3999
N 1.0483 1.2491 0.1513
C 1.3167 -0.1329 0.5385
N 0.4442 -0.9652 -0.3121
H -0.5907 2.1656 -0.7333
H 1.0554 -0.2228 1.6081
H 2.3676 -0.3868 0.3868
H 0.2039 -1.8494 0.1229
*
```

***

Record 11
C4H4N2O in the gas phase at a distorted geometry. Source: the OMol25 dataset; level of theory: the ωB97M-V functional and the def2-TZVPD basis.

Calculated values
**E_tot**: -9234.197 eV
**Kohn-Sham gap (alpha / beta)**: 0.3190 / 0.2791 Ha
**ΔE to the lowest compared entry with this formula, charge and spin**: 6.291 eV

The geometry in ORCA input format:
```
! wB97M-V def2-TZVPD RIJCOSX def2/J DEFGRID3
* xyz 0 1
C 0.6065 0.2748 0.7057
C -0.4862 -0.5031 0.2087
C -1.2742 -0.5593 1.3623
C -0.4992 -1.4500 -0.9139
N -0.8287 0.1840 2.3627
N 0.3031 0.6501 1.9509
O 0.7532 -1.5955 -1.3451
H 1.6154 0.2178 0.3289
H -0.9726 -2.5308 -0.5664
H -1.1741 -1.1651 -1.8563
H 0.7853 1.3587 2.5988
*
```

***

Record 12
C4H4N2O in the gas phase at a distorted geometry. Source: the OMol25 dataset; level of theory: the ωB97M-V functional and the def2-TZVPD basis.

Calculated values
**E_tot**: -9234.739 eV
**Kohn-Sham gap (alpha / beta)**: 0.3017 / 0.3025 Ha
**ΔE to the lowest compared entry with this formula, charge and spin**: 5.748 eV

The geometry in ORCA input format:
```
! wB97M-V def2-TZVPD RIJCOSX def2/J DEFGRID3
* xyz 0 1
C -2.3457 0.0355 -0.6758
C -0.1897 -0.8844 0.4674
C -1.1229 -0.2621 -0.1335
C 1.2341 -0.2608 0.2744
N -3.3804 0.2978 -1.1206
N 1.1322 1.0932 -0.0118
O 0.1441 1.1799 -0.9523
H -0.1535 -1.9465 0.9095
H 2.0170 -0.3083 1.0985
H 1.5241 -0.8247 -0.5395
H 1.1408 1.8805 0.6837
*
```

***

Record 13
C4H4N2O in the gas phase. Source: the OMol25 dataset; level of theory: the ωB97M-V functional and the def2-TZVPD basis.

Calculated values
**Structure (SMILES)**: O=c1cc[nH]cn1
**E_tot**: -9240.124 eV
**Kohn-Sham gap**: 0.3626 Ha
**ΔE to the lowest compared entry with this formula, charge and spin**: 0.364 eV

The geometry in ORCA input format:
```
! wB97M-V def2-TZVPD RIJCOSX def2/J DEFGRID3
* xyz 0 1
O -1.2737 2.3511 -0.4696
C -0.6251 1.3442 -0.2759
C -1.1620 -0.0103 -0.5091
C -0.4586 -1.0993 -0.1574
N 0.8160 -0.9335 0.3683
C 1.3390 0.3326 0.4180
N 0.7225 1.4179 0.1473
H -2.1520 -0.0906 -0.9388
H -0.7971 -2.1220 -0.3267
H 1.1915 -1.5471 1.0732
H 2.3995 0.3570 0.6708
*
```

***

Record 14
C4H4N2O in the gas phase at a distorted geometry. Source: the OMol25 dataset; level of theory: the ωB97M-V functional and the def2-TZVPD basis.

Calculated values
**Structure (SMILES)**: O=c1cc[nH]cn1
**E_tot**: -9239.603 eV
**Kohn-Sham gap**: 0.3663 Ha
**ΔE to the lowest compared entry with this formula, charge and spin**: 0.885 eV

The geometry in ORCA input format:
```
! wB97M-V def2-TZVPD RIJCOSX def2/J DEFGRID3
* xyz 0 1
O 2.2049 -1.2280 0.7180
C 1.2280 -0.7940 0.1508
C 1.1079 0.6609 -0.2173
C -0.0923 1.1940 0.1130
N -1.1785 0.2629 0.3704
C -1.0103 -0.9861 -0.1802
N 0.1277 -1.5628 -0.2456
H 2.0273 1.0905 -0.6349
H -0.4025 2.2347 0.2437
H -2.1492 0.5587 0.3824
H -1.8631 -1.4308 -0.7003
*
```

***

Record 15
2 unconnected molecules or ions with the total composition C4H4N2O at a distorted geometry. Source: the OMol25 dataset; level of theory: the ωB97M-V functional and the def2-TZVPD basis.

Calculated values
**E_tot**: -9235.078 eV
**Kohn-Sham gap (alpha / beta)**: 0.2941 / 0.2942 Ha
**ΔE to the lowest compared entry with this formula, charge and spin**: 5.410 eV

The geometry in ORCA input format:
```
! wB97M-V def2-TZVPD RIJCOSX def2/J DEFGRID3
* xyz 0 1
C 1.6408 1.2632 0.1512
C 1.7252 -1.5138 0.0998
C -1.7784 -0.0474 -0.4006
C 0.3524 0.5874 0.3794
N 2.5877 1.9080 0.0866
N 2.0891 -2.5866 -0.0966
O -0.5293 0.5107 -0.5441
H -1.9882 -0.9059 -1.0577
H -2.3102 0.7959 -0.7128
H -2.0180 -0.2813 0.5908
H 0.2288 0.2699 1.5039
*
```

***

Record 16
C4H4N2O in the gas phase at a distorted geometry. Source: the OMol25 dataset; level of theory: the ωB97M-V functional and the def2-TZVPD basis.

Calculated values
**Structure (SMILES)**: C#C/C=N\NC=O
**E_tot**: -9236.779 eV
**Kohn-Sham gap**: 0.3486 Ha
**ΔE to the lowest compared entry with this formula, charge and spin**: 3.709 eV

The geometry in ORCA input format:
```
! wB97M-V def2-TZVPD RIJCOSX def2/J DEFGRID3
* xyz 0 1
C 2.8564 -0.3656 -0.1033
C 1.7629 0.1509 -0.0437
C 0.7239 1.1001 -0.0073
N -0.5632 0.9217 -0.1167
N -0.9799 -0.3728 -0.1982
C -2.2998 -0.4791 -0.0651
O -3.1006 0.4567 -0.0187
H 3.6958 -1.0317 0.0974
H 1.0500 2.1974 0.0159
H -0.5318 -1.0719 0.4029
H -2.6136 -1.5057 0.0369
*
```

***

Record 17
2 unconnected molecules or ions with the total composition C4H4N2O at a distorted geometry. Source: the OMol25 dataset; level of theory: the ωB97M-V functional and the def2-TZVPD basis.

Calculated values
**E_tot**: -9237.722 eV
**Kohn-Sham gap**: 0.3963 Ha
**ΔE to the lowest compared entry with this formula, charge and spin**: 2.766 eV

The geometry in ORCA input format:
```
! wB97M-V def2-TZVPD RIJCOSX def2/J DEFGRID3
* xyz 0 1
C -0.3385 -0.9009 -0.8849
C 2.3141 0.1485 0.4715
C -0.6442 0.4120 -0.3056
C -1.3360 0.2736 0.9908
N -0.4620 -1.8954 -1.4566
N 2.6928 -0.0197 -0.6071
O -0.4788 1.4857 -0.8792
H -0.9029 -0.5082 1.7239
H -1.1132 1.1854 1.5884
H -2.4285 -0.0951 0.9499
H 2.6974 -0.0859 -1.5910
*
```

***

Record 18
C4H4N2O in the gas phase at a distorted geometry. Source: the OMol25 dataset; level of theory: the ωB97M-V functional and the def2-TZVPD basis.

Calculated values
**Structure (SMILES)**: O=Cc1cnc[nH]1
**E_tot**: -9238.718 eV
**Kohn-Sham gap**: 0.3386 Ha
**ΔE to the lowest compared entry with this formula, charge and spin**: 1.770 eV

The geometry in ORCA input format:
```
! wB97M-V def2-TZVPD RIJCOSX def2/J DEFGRID3
* xyz 0 1
O -2.3404 -1.3974 -0.0074
C -1.8572 -0.2849 0.0533
C -0.4288 -0.0070 -0.0132
C 0.2144 1.1701 -0.2964
N 1.5643 1.0037 -0.4650
C 1.7510 -0.1905 0.0093
N 0.5798 -0.9430 0.1584
H -2.4873 0.6240 0.1365
H -0.0453 2.1794 -0.0419
H 2.5766 -0.2759 0.7060
H 0.4730 -1.8786 -0.2396
*
```

***

Record 19
C4H4N2O in the gas phase at a distorted geometry. Source: the OMol25 dataset; level of theory: the ωB97M-V functional and the def2-TZVPD basis.

Calculated values
**Structure (SMILES)**: CC(O)(C#N)C#N
**E_tot**: -9236.852 eV
**Kohn-Sham gap**: 0.4327 Ha
**ΔE to the lowest compared entry with this formula, charge and spin**: 3.636 eV

The geometry in ORCA input format:
```
! wB97M-V def2-TZVPD RIJCOSX def2/J DEFGRID3
* xyz 0 1
C 0.7436 -0.1402 -1.0362
C -0.2453 -0.0585 0.0720
O -1.4750 -0.5629 0.1682
C 0.0756 -0.5851 1.5569
N 0.2268 -0.8046 2.6970
C -0.4049 1.4647 0.2008
N -0.5439 2.5925 -0.3166
H 1.0451 -1.1988 -1.2951
H 1.5676 0.3171 -0.5087
H 0.3353 0.4537 -1.9127
H -1.3250 -1.4777 0.3744
*
```

***

Record 20
A molecular structure, C4H4N2O at a distorted geometry. Source: the OMol25 dataset; level of theory: the ωB97M-V functional and the def2-TZVPD basis.

Calculated values
**E_tot**: -9235.769 eV
**Kohn-Sham gap**: 0.3443 Ha
**ΔE to the lowest compared entry with this formula, charge and spin**: 4.718 eV

The geometry in ORCA input format:
```
! wB97M-V def2-TZVPD RIJCOSX def2/J DEFGRID3
* xyz 0 1
N -1.4398 -1.6372 0.4829
C -0.6206 -0.7908 -0.0411
C -0.1767 0.1055 1.0177
C 0.6992 1.0746 0.6283
C 1.0874 1.0995 -0.7871
N 0.7005 0.3115 -1.7232
O -0.2358 -0.7241 -1.3182
H -1.8886 -2.3664 -0.0645
H -1.0418 -0.7542 1.6684
H 1.1283 1.8253 1.2854
H 1.7880 1.8563 -1.1487
*
```